# 1
DFT (ωB97M-V with the def2-TZVPD basis set) results for a single C22H21ClN4O3S molecule.

Computed properties:
E_HOMO   -7.8 eV
Energy   -2154.07135 Eh
Structure (SMILES)   Cn1nc(C(=O)N2CCN(c3cccc(Cl)c3)CC2)c2c1-c1ccccc1S(=O)(=O)C2
Largest force on an atom   1.07 eV Å⁻¹
Energy above the lowest of the compared OMol25 structures with the same formula, charge and spin   31.3 kcal/mol
LUMO energy   0.1 eV

Last column: natural (NBO) charge in e.
Positions of all 52 atoms, in Å:
1 C 2.727 -1.605 2.522  -0.410
2 N 1.891 -0.519 2.099  -0.123
3 N 1.936 -0.138 0.833  -0.256
4 C 1.033 0.828 0.673  0.040
5 C 0.739 1.584 -0.564  0.658
6 O 0.084 2.617 -0.494  -0.638
7 N 1.192 1.142 -1.757  -0.410
8 C 1.903 -0.080 -2.034  -0.252
9 C 1.020 -1.027 -2.864  -0.214
10 N 0.303 -0.292 -3.890  -0.447
11 C -0.991 -0.636 -4.208  0.282
12 C -1.931 0.288 -4.682  -0.300
13 C -3.204 -0.115 -5.031  -0.168
14 C -3.598 -1.438 -4.918  -0.288
15 C -2.671 -2.351 -4.448  0.008
16 Cl -3.115 -4.018 -4.304  -0.002
17 C -1.389 -1.975 -4.100  -0.331
18 C 0.860 1.006 -4.170  -0.224
19 C 0.801 1.906 -2.933  -0.228
20 C 0.379 1.067 1.899  -0.074
21 C 0.957 0.174 2.798  0.124
22 C 0.587 0.024 4.193  -0.080
23 C 1.439 -0.417 5.205  -0.194
24 C 0.986 -0.497 6.511  -0.188
25 C -0.312 -0.138 6.837  -0.201
26 C -1.165 0.313 5.841  -0.202
27 C -0.711 0.398 4.543  -0.221
28 S -1.845 0.932 3.247  2.166
29 O -2.887 1.718 3.846  -0.934
30 O -2.226 -0.237 2.501  -0.932
31 C -0.745 1.964 2.228  -0.666
32 H 3.617 -1.238 3.039  0.206
33 H 3.042 -2.144 1.630  0.237
34 H 2.171 -2.274 3.179  0.222
35 H 2.822 0.165 -2.579  0.188
36 H 2.178 -0.555 -1.095  0.272
37 H 0.296 -1.505 -2.198  0.207
38 H 1.653 -1.807 -3.311  0.188
39 H -1.684 1.334 -4.763  0.208
40 H -3.911 0.619 -5.388  0.216
41 H -4.594 -1.751 -5.185  0.226
42 H -0.695 -2.730 -3.768  0.225
43 H 0.334 1.470 -5.002  0.226
44 H 1.902 0.865 -4.484  0.194
45 H 1.460 2.774 -3.052  0.199
46 H -0.215 2.277 -2.765  0.229
47 H 2.463 -0.674 4.985  0.214
48 H 1.658 -0.841 7.284  0.220
49 H -0.655 -0.203 7.858  0.224
50 H -2.179 0.615 6.049  0.248
51 H -1.251 2.319 1.334  0.303
52 H -0.458 2.807 2.853  0.253

=====

# 2
DFT (ωB97M-V with the def2-TZVPD basis set) results for a molecular structure, C22H21F5O8P2S2Ti.

Computed properties:
E_HOMO   -14.6 eV
Charge   +2
Energy   -4280.36869 Eh
Largest force on an atom   3.77 eV Å⁻¹
Energy above the lowest of the compared OMol25 structures with the same formula, charge and spin   3.4 kcal/mol
LUMO energy   -8.4 eV

Last column: natural (NBO) charge in e.
Positions of all 61 atoms, in Å:
1 Ti 0.940 0.311 -0.203  1.678
2 C 5.408 2.952 -0.310  -0.604
3 C 4.077 2.576 0.446  -0.392
4 O 4.198 3.250 1.650  -0.682
5 P 3.956 0.716 0.581  2.328
6 O 5.200 0.325 1.475  -0.943
7 O 4.419 0.190 -0.830  -0.963
8 O 2.578 0.013 0.921  -1.055
9 P 2.557 3.213 -0.543  2.311
10 O 1.759 4.210 0.479  -0.991
11 O 2.989 3.934 -1.762  -1.024
12 O 1.647 1.971 -0.728  -1.011
13 H 6.176 2.369 0.260  0.231
14 H 5.595 4.006 -0.132  0.268
15 H 5.449 2.636 -1.320  0.250
16 H 3.321 3.421 2.044  0.495
17 H 4.973 -0.066 2.373  0.550
18 H 4.054 -0.654 -1.146  0.537
19 H 2.015 5.104 0.289  0.535
20 O -0.693 0.934 0.403  -0.914
21 S -1.588 1.540 1.480  1.220
22 C -3.203 1.825 0.605  -0.593
23 C -2.992 1.764 -0.854  -0.003
24 C -2.117 2.703 -1.450  -0.241
25 C -1.815 2.580 -2.805  -0.186
26 C -2.435 1.592 -3.544  -0.195
27 C -3.274 0.658 -2.954  -0.187
28 C -3.617 0.760 -1.595  -0.223
29 C -1.997 0.113 2.628  -0.557
30 C -2.836 -1.072 2.151  -0.104
31 C -2.570 -1.831 0.991  -0.236
32 C -3.404 -2.935 0.695  -0.129
33 C -4.556 -3.171 1.346  -0.207
34 C -4.889 -2.305 2.422  -0.164
35 C -3.979 -1.333 2.864  -0.196
36 H -3.577 2.859 0.900  0.283
37 H -3.960 1.096 0.907  0.273
38 H -1.489 3.403 -0.814  0.216
39 H -0.967 3.129 -3.197  0.234
40 H -2.143 1.547 -4.570  0.236
41 H -3.690 -0.172 -3.545  0.239
42 H -4.309 0.081 -1.144  0.230
43 H -2.608 0.555 3.433  0.275
44 H -0.988 -0.206 3.018  0.255
45 H -1.773 -1.578 0.301  0.194
46 H -3.131 -3.610 -0.156  0.218
47 H -5.219 -3.966 1.167  0.243
48 H -5.746 -2.445 3.036  0.238
49 H -4.176 -0.667 3.781  0.224
50 F 1.174 -6.150 0.125  -0.241
51 C 1.341 -4.876 -0.297  0.326
52 C 0.883 -3.805 0.473  0.350
53 F 0.272 -4.111 1.598  -0.254
54 C 1.012 -2.532 -0.043  0.261
55 F 0.419 -1.493 0.779  -0.314
56 C 1.679 -2.212 -1.199  -0.333
57 S 1.404 -0.729 -2.194  0.108
58 C 2.352 -3.261 -1.813  0.347
59 F 3.150 -2.989 -2.895  -0.273
60 C 2.170 -4.561 -1.400  0.313
61 F 2.574 -5.607 -2.176  -0.252

=====

# 3
DFT (ωB97M-V with the def2-TZVPD basis set) results for a molecular structure, C22H21InN5OS5.

Computed properties:
E_HOMO   -8.6 eV
Charge   +1
Energy   -3380.90189 Eh
Largest force on an atom   3.27 eV Å⁻¹
Energy above the lowest of the compared OMol25 structures with the same formula, charge and spin   34.8 kcal/mol
LUMO energy   -3.1 eV

Last column: natural (NBO) charge in e.
Positions of all 55 atoms, in Å:
1 In -7.563 -11.402 -11.549  1.422
2 C -10.598 -11.673 -12.916  -0.264
3 N -9.674 -10.566 -12.552  -0.653
4 C -9.390 -9.540 -13.575  -0.272
5 C -7.957 -9.145 -13.581  0.420
6 N -7.007 -9.636 -12.743  -0.603
7 C -5.822 -9.028 -13.097  0.161
8 C -4.529 -9.171 -12.592  -0.210
9 C -3.477 -8.511 -13.293  -0.196
10 C -3.746 -7.695 -14.385  -0.181
11 C -5.031 -7.485 -14.890  -0.241
12 C -6.051 -8.196 -14.258  0.113
13 N -7.430 -8.280 -14.493  -0.509
14 C -10.074 -13.008 -12.527  0.410
15 N -8.963 -13.172 -11.757  -0.569
16 C -8.765 -14.575 -11.734  0.111
17 C -7.856 -15.315 -10.999  -0.202
18 C -7.868 -16.684 -11.247  -0.191
19 C -8.763 -17.324 -12.121  -0.190
20 C -9.696 -16.554 -12.822  -0.241
21 C -9.716 -15.199 -12.577  0.150
22 N -10.483 -14.174 -13.097  -0.517
23 H -10.690 -11.689 -14.012  0.231
24 H -11.571 -11.482 -12.476  0.232
25 H -9.885 -10.140 -11.635  0.431
26 H -9.979 -8.617 -13.538  0.230
27 H -9.732 -9.963 -14.555  0.237
28 H -4.403 -9.717 -11.645  0.251
29 H -2.459 -8.696 -13.049  0.234
30 H -2.867 -7.196 -14.859  0.234
31 H -5.180 -6.920 -15.774  0.232
32 H -7.944 -7.758 -15.235  0.443
33 H -7.105 -14.824 -10.405  0.247
34 H -7.103 -17.327 -10.788  0.232
35 H -8.681 -18.404 -12.291  0.238
36 H -10.372 -16.985 -13.611  0.230
37 H -11.322 -14.296 -13.654  0.434
38 S -1.401 -15.477 -12.778  -0.011
39 C -2.628 -14.431 -12.572  -0.573
40 S -3.782 -14.035 -13.796  0.461
41 C -4.977 -13.328 -12.674  -0.389
42 C -4.536 -13.062 -11.400  -0.456
43 S -5.393 -12.126 -10.237  -0.224
44 S -2.925 -13.736 -10.992  0.438
45 S -6.425 -12.941 -13.497  -0.261
46 C -10.158 -9.362 -8.068  -0.727
47 C -8.991 -10.079 -8.640  0.707
48 C -8.020 -10.555 -7.600  -0.732
49 O -8.805 -10.245 -9.888  -0.669
50 H -10.786 -9.987 -7.439  0.274
51 H -10.681 -8.908 -8.920  0.237
52 H -9.746 -8.601 -7.399  0.262
53 H -8.371 -11.492 -7.216  0.270
54 H -8.041 -9.836 -6.771  0.247
55 H -7.031 -10.690 -8.043  0.262

=====

# 4
DFT (ωB97M-V with the def2-TZVPD basis set) results for a molecular structure, C22H21N3NiO6P2S2.

Computed properties:
E_HOMO (spin up / spin down)   -5.7 / -7.9 eV
Energy   -4454.01273 Eh
Spin multiplicity   3
<S²>   2.05
Largest force on an atom   6.24 eV Å⁻¹
LUMO energy (spin up / spin down)   -0.8 / -0.9 eV

Last column: Löwdin spin population.
Positions of all 57 atoms, in Å:
1 Ni 0.000 0.000 0.000  0.936
2 N 1.418 -1.352 3.639  0.000
3 C 2.170 -1.542 2.288  -0.001
4 C 3.471 -2.272 2.571  0.000
5 P 2.414 0.100 1.374  0.008
6 O 1.327 0.956 2.256  -0.001
7 O 3.736 0.726 1.739  0.006
8 O 1.831 0.029 0.000  0.036
9 P 0.968 -2.575 1.177  0.007
10 O 1.854 -3.825 0.672  0.005
11 O 0.002 -3.105 2.230  -0.001
12 O 0.542 -1.761 0.000  0.036
13 H 2.008 -1.411 4.456  0.000
14 H 0.655 -2.064 3.557  0.000
15 H 0.998 -0.416 3.498  0.000
16 H 4.116 -1.686 3.234  0.000
17 H 4.022 -2.440 1.640  0.000
18 H 3.288 -3.247 3.035  0.000
19 H 1.190 1.750 1.698  0.000
20 H 1.317 -4.268 -0.011  0.000
21 S 0.535 6.991 -0.003  0.001
22 C 2.136 7.577 0.002  0.020
23 C 3.054 6.556 0.008  0.000
24 C 2.426 5.276 0.009  0.021
25 C 1.038 5.340 0.003  -0.005
26 C 0.054 4.234 0.002  0.076
27 C 0.469 2.900 0.000  0.081
28 N -0.349 1.817 0.000  0.188
29 C -1.661 2.048 0.001  0.067
30 C -2.220 3.339 0.002  0.014
31 C -3.616 3.488 0.003  0.036
32 C -4.436 2.360 0.003  -0.022
33 C -3.862 1.079 0.002  0.046
34 C -4.627 -0.101 0.002  0.000
35 C -4.010 -1.360 0.002  0.072
36 C -2.613 -1.343 0.000  -0.016
37 N -1.836 -0.230 0.000  0.125
38 C -2.461 0.946 0.001  0.066
39 C -4.757 -2.639 0.003  -0.007
40 C -4.267 -3.938 0.009  0.029
41 C -5.290 -4.932 0.008  -0.001
42 C -6.545 -4.374 0.002  0.027
43 S -6.483 -2.671 -0.003  0.005
44 C -1.335 4.431 0.002  0.139
45 H 2.327 8.641 0.001  0.001
46 H 4.126 6.716 0.013  -0.001
47 H 2.989 4.351 0.014  0.001
48 H 1.521 2.630 0.000  0.003
49 H -4.068 4.478 0.003  0.002
50 H -5.516 2.484 0.003  -0.002
51 H -5.710 -0.013 0.004  0.000
52 H -2.031 -2.260 0.000  -0.002
53 H -3.213 -4.188 0.014  0.002
54 H -5.110 -6.000 0.013  -0.001
55 H -7.498 -4.886 0.001  0.001
56 H -1.754 5.434 0.004  0.008
57 H -1.228 0.892 0.000  -0.007

=====

> Look up the energy of the second one.

-4280.36869 Eh

=====

Please write out number 2 again, unchanged.
DFT (ωB97M-V with the def2-TZVPD basis set) results for a molecular structure, C22H21F5O8P2S2Ti.

Computed properties:
E_HOMO   -14.6 eV
Charge   +2
Energy   -4280.36869 Eh
Largest force on an atom   3.77 eV Å⁻¹
Energy above the lowest of the compared OMol25 structures with the same formula, charge and spin   3.4 kcal/mol
LUMO energy   -8.4 eV

Last column: natural (NBO) charge in e.
Positions of all 61 atoms, in Å:
1 Ti 0.940 0.311 -0.203  1.678
2 C 5.408 2.952 -0.310  -0.604
3 C 4.077 2.576 0.446  -0.392
4 O 4.198 3.250 1.650  -0.682
5 P 3.956 0.716 0.581  2.328
6 O 5.200 0.325 1.475  -0.943
7 O 4.419 0.190 -0.830  -0.963
8 O 2.578 0.013 0.921  -1.055
9 P 2.557 3.213 -0.543  2.311
10 O 1.759 4.210 0.479  -0.991
11 O 2.989 3.934 -1.762  -1.024
12 O 1.647 1.971 -0.728  -1.011
13 H 6.176 2.369 0.260  0.231
14 H 5.595 4.006 -0.132  0.268
15 H 5.449 2.636 -1.320  0.250
16 H 3.321 3.421 2.044  0.495
17 H 4.973 -0.066 2.373  0.550
18 H 4.054 -0.654 -1.146  0.537
19 H 2.015 5.104 0.289  0.535
20 O -0.693 0.934 0.403  -0.914
21 S -1.588 1.540 1.480  1.220
22 C -3.203 1.825 0.605  -0.593
23 C -2.992 1.764 -0.854  -0.003
24 C -2.117 2.703 -1.450  -0.241
25 C -1.815 2.580 -2.805  -0.186
26 C -2.435 1.592 -3.544  -0.195
27 C -3.274 0.658 -2.954  -0.187
28 C -3.617 0.760 -1.595  -0.223
29 C -1.997 0.113 2.628  -0.557
30 C -2.836 -1.072 2.151  -0.104
31 C -2.570 -1.831 0.991  -0.236
32 C -3.404 -2.935 0.695  -0.129
33 C -4.556 -3.171 1.346  -0.207
34 C -4.889 -2.305 2.422  -0.164
35 C -3.979 -1.333 2.864  -0.196
36 H -3.577 2.859 0.900  0.283
37 H -3.960 1.096 0.907  0.273
38 H -1.489 3.403 -0.814  0.216
39 H -0.967 3.129 -3.197  0.234
40 H -2.143 1.547 -4.570  0.236
41 H -3.690 -0.172 -3.545  0.239
42 H -4.309 0.081 -1.144  0.230
43 H -2.608 0.555 3.433  0.275
44 H -0.988 -0.206 3.018  0.255
45 H -1.773 -1.578 0.301  0.194
46 H -3.131 -3.610 -0.156  0.218
47 H -5.219 -3.966 1.167  0.243
48 H -5.746 -2.445 3.036  0.238
49 H -4.176 -0.667 3.781  0.224
50 F 1.174 -6.150 0.125  -0.241
51 C 1.341 -4.876 -0.297  0.326
52 C 0.883 -3.805 0.473  0.350
53 F 0.272 -4.111 1.598  -0.254
54 C 1.012 -2.532 -0.043  0.261
55 F 0.419 -1.493 0.779  -0.314
56 C 1.679 -2.212 -1.199  -0.333
57 S 1.404 -0.729 -2.194  0.108
58 C 2.352 -3.261 -1.813  0.347
59 F 3.150 -2.989 -2.895  -0.273
60 C 2.170 -4.561 -1.400  0.313
61 F 2.574 -5.607 -2.176  -0.252